{
  "formula": "C5H14NO",
  "method": "wB97M-V/def2-TZVPD",
  "charge": 1,
  "e_above_lowest_kj_mol": 323.9,
  "orbital_gap_ev": 8.6,
  "energy_ev": -8940.6507,
  "symbols": ["O", "N", "C", "C", "C", "C", "C", "H", "H", "H", "H", "H", "H", "H", "H", "H", "H", "H", "H", "H", "H"],
  "positions_angstrom": [[0.635729, -2.490192, 2.848153], [-0.291776, -1.397975, -0.481902], [0.685764, 2.544286, 0.377292], [-0.018795, 1.860936, -0.805043], [-1.271853, -0.446903, -1.017449], [0.751764, -1.982269, -0.969143], [-1.177780, 0.971637, -0.406904], [-2.297639, -0.804414, -0.848098], [-2.141466, 1.326754, -0.782202], [-0.423973, -1.670253, 0.504887], [1.549665, -2.211328, 2.847841], [0.618783, -3.454126, 2.932799], [1.029292, -3.024361, -0.827112], [1.462942, 3.279874, 0.198181], [-0.031085, 3.067932, 1.038329], [1.656684, -1.471060, -1.363975], [-0.220714, 2.575433, -1.604947], [-1.079494, -0.459137, -2.087973], [-1.280959, 0.904046, 0.679634], [1.074810, 1.701195, 0.967359], [0.770102, 1.179926, -1.199726]],
  "atomic_forces_ev_per_a": [[-0.640, -0.116, -0.595], [0.215, -1.296, 1.264], [-1.173, -0.472, 1.199], [1.931, -0.251, -0.490], [1.237, 1.717, -0.263], [1.845, 0.768, 0.004], [-1.350, -0.407, -0.411], [0.634, -0.531, 0.210], [0.084, 0.747, 0.337], [-1.106, -1.102, -0.441], [0.391, -0.128, 0.225], [0.207, 0.301, 0.129], [-0.383, -0.009, 1.535], [0.160, -0.274, -0.599], [0.122, -0.258, -0.334], [-1.542, 0.310, -1.677], [-0.400, -0.208, 0.057], [-0.167, 0.329, -0.099], [0.019, -0.049, -0.012], [0.263, 0.520, 0.190], [-0.346, 0.410, -0.229]],
  "lowdin_charge": [-0.053, 0.048, -0.102, -0.254, -0.127, 0.188, -0.187, 0.147, 0.121, 0.169, 0.035, 0.053, 0.120, 0.076, 0.085, 0.140, 0.115, 0.136, 0.121, 0.071, 0.099]
}